Entry 1:
Formula: C46H107BN5O22
Source: the Open Molecules 2025 dataset
Level of theory: ωB97M-V with the def2-TZVPD basis set

Structure (ORCA input):
```
! wB97M-V def2-TZVPD RIJCOSX def2/J DEFGRID3
* xyz -1 1
O -5.3294 11.7786 12.8431
C -5.6010 12.9653 12.7940
O -5.2632 13.7839 11.8161
B -5.6758 15.1113 12.2079
O -6.2766 15.0079 13.5496
C -6.3266 13.8172 13.9074
O -6.8505 13.4564 14.9327
O -6.5329 15.7603 11.1995
C -6.1344 17.0403 11.0752
O -6.6378 17.8378 10.2610
C -4.7545 17.1951 11.8232
O -4.4576 15.9790 12.3057
O -4.0193 18.1796 11.7056
C -9.3193 13.5288 11.2491
C -8.2878 12.4080 10.7130
C -8.3894 11.1796 11.6536
O -8.7665 12.0809 9.4113
H -9.2391 14.5164 10.7948
H -9.1676 13.5978 12.3262
H -10.3413 13.1509 11.2187
H -7.3008 12.8574 10.8224
H -7.9338 11.4166 12.6150
H -7.7578 10.3585 11.3144
H -9.3807 10.7613 11.8285
H -9.6673 11.8306 9.6292
C -8.4614 22.5081 8.4934
C -8.4633 20.9404 8.4821
C -7.5065 20.2718 7.5542
O -8.1098 20.6025 9.7843
H -9.3160 22.9530 9.0030
H -8.7181 22.6833 7.4486
H -7.5466 23.0211 8.7904
H -9.5123 20.6531 8.4105
H -7.3454 19.2021 7.6882
H -6.4789 20.5635 7.7710
H -7.6267 20.4672 6.4886
H -7.6034 19.7914 9.8687
C -4.8838 21.7554 10.0907
C -3.7937 21.0625 9.3062
C -2.7240 21.9822 8.7024
O -3.0407 20.1089 10.0382
H -5.6266 22.3611 9.5717
H -4.5506 22.4752 10.8383
H -5.5598 20.9627 10.4113
H -4.3033 20.5413 8.4958
H -1.7961 22.0110 9.2736
H -3.0806 23.0109 8.6504
H -2.5379 21.7371 7.6568
H -3.4823 19.7919 10.8295
C -6.8540 17.6064 15.6672
C -5.7046 18.3238 14.9126
C -6.3811 19.3655 14.0452
O -4.7952 19.0608 15.7533
H -7.6891 17.2618 15.0574
H -7.3126 18.1798 16.4728
H -6.4344 16.6962 16.0957
H -5.1050 17.7296 14.2231
H -6.8108 20.1955 14.6061
H -7.1320 18.8333 13.4612
H -5.6017 19.8806 13.4837
H -4.9152 19.9981 15.5838
C -2.8185 8.5651 21.2717
O -1.8919 9.5659 20.8553
C -0.9201 9.1270 20.0025
C -1.4496 8.5885 18.6487
N -1.9085 9.7279 17.8275
C -1.8743 9.3429 16.3679
C -3.1210 8.5572 15.9785
O -4.2976 9.0756 16.5173
C -4.5175 10.3944 16.0036
H -2.7967 7.6601 20.6645
H -3.8322 8.9656 21.2614
H -2.4000 8.2857 22.2386
H -0.3469 8.3598 20.5229
H -0.1514 9.8893 19.8756
H -2.0972 7.7118 18.6614
H -0.5749 8.2069 18.1221
H -2.8835 9.7597 18.0889
H -0.9896 8.7625 16.1059
H -1.7432 10.2714 15.8122
H -3.0252 7.6034 16.4974
H -3.1575 8.4087 14.8993
H -4.0289 10.6326 15.0588
H -4.2449 11.1884 16.6988
H -5.6050 10.4107 15.9311
C 1.0276 15.9127 12.3606
O 0.3198 16.8664 13.2109
C -1.0821 16.9524 13.0248
C -1.8765 17.6236 14.1652
N -1.4359 18.9862 14.6300
C -1.0992 19.8694 13.5110
C -0.4020 21.1048 13.8612
O 0.8495 20.9642 14.4424
C 1.4312 22.2104 14.9284
H 2.0295 16.3266 12.2467
H 0.6078 15.8530 11.3564
H 1.0463 14.9073 12.7811
H -1.4430 15.9240 13.0353
H -1.5210 17.1749 12.0521
H -1.9150 16.9206 14.9973
H -2.9441 17.7173 13.9663
H -2.2113 19.3020 15.1949
H -2.0658 20.1744 13.1100
H -0.6087 19.3681 12.6765
H -0.9375 21.5161 14.7170
H -0.4713 21.6449 12.9170
H 1.8383 22.7016 14.0446
H 2.1902 22.0097 15.6845
H 0.6279 22.7486 15.4315
C -15.8583 15.0090 19.3164
O -15.8087 14.4436 17.9790
C -15.6341 15.3408 16.8460
C -15.0439 14.5180 15.6648
N -13.6597 14.1365 15.8316
C -12.7121 15.2894 15.8303
C -11.1445 14.8695 15.7777
O -10.9491 13.7632 16.7006
C -9.5462 13.5070 16.8505
H -16.9048 14.8819 19.5938
H -15.4487 16.0184 19.3542
H -15.0980 14.5443 19.9442
H -14.8007 15.9838 17.1290
H -16.5634 15.8392 16.5704
H -15.2084 15.0347 14.7192
H -15.6555 13.6301 15.5046
H -13.5232 13.6377 16.6992
H -12.8962 15.9283 16.6941
H -12.8845 15.8665 14.9218
H -10.4836 15.6821 16.0794
H -10.8933 14.6124 14.7487
H -9.4474 12.7876 17.6633
H -8.9624 14.3675 17.1773
H -9.1372 13.0425 15.9532
C -6.4844 10.7006 5.0258
O -5.2584 11.0362 5.7718
C -4.9625 10.2791 6.9034
C -3.7516 10.8192 7.7516
N -3.5251 12.2759 7.7721
C -4.7458 12.7962 8.4428
C -4.7741 14.2927 8.5232
O -4.7213 14.8712 7.2110
C -5.1213 16.2339 7.2136
H -6.3512 11.3331 4.1482
H -7.3125 10.7648 5.7316
H -6.5708 9.6750 4.6668
H -4.7092 9.2549 6.6297
H -5.8186 10.3028 7.5777
H -2.8933 10.3126 7.3103
H -3.8244 10.3579 8.7364
H -2.6579 12.4826 8.2467
H -4.8431 12.4235 9.4625
H -5.6686 12.5671 7.9100
H -3.8754 14.5955 9.0604
H -5.5324 14.6036 9.2418
H -5.1387 16.4067 6.1376
H -4.3599 16.8232 7.7246
H -6.1324 16.5085 7.5143
C -8.6923 6.9431 14.4204
O -7.3904 7.6087 14.3461
C -7.0344 8.0283 13.0623
C -5.5908 8.4219 13.1192
N -5.1495 9.0843 11.9576
C -3.6903 9.3015 11.8585
C -2.8968 8.4485 10.9005
O -2.2526 7.3893 11.5348
C -0.9612 7.6726 11.9998
H -8.6213 5.8825 14.1790
H -9.4126 7.4136 13.7512
H -9.1053 7.0202 15.4262
H -7.5846 8.9232 12.7717
H -7.0640 7.2098 12.3431
H -5.0601 7.4700 13.0984
H -5.3719 8.9910 14.0227
H -5.4979 10.0251 11.8413
H -3.1667 9.4270 12.8062
H -3.5837 10.3179 11.4796
H -2.1967 9.0074 10.2796
H -3.6530 8.0932 10.2005
H -0.8679 8.6032 12.5596
H -0.3828 7.6116 11.0780
H -0.5964 6.8856 12.6598
*
```

Atom charges from the Mulliken analysis, given in e for atoms 1 to 4:
1 O -0.5251
2 C 0.0789
3 O -0.4752
4 B 1.8760



Entry 2:
Formula: C46H111FN2O12S2
Source: the Open Molecules 2025 dataset
Level of theory: ωB97M-V with the def2-TZVPD basis set

Structure (ORCA input):
```
! wB97M-V def2-TZVPD RIJCOSX def2/J DEFGRID3
* xyz 0 1
C -4.4337 2.7693 -6.3889
C -4.7700 3.2597 -4.9820
C -3.6097 3.1162 -4.0044
C -2.3244 3.8347 -4.4496
C -1.4083 4.2003 -3.2848
C -0.6490 2.9829 -2.7698
C 0.1344 3.2269 -1.4841
C 0.4032 1.9389 -0.6895
N 1.7953 1.7467 -0.2052
C 1.8310 0.5772 0.7165
C 1.2781 0.9910 2.0720
C 0.8203 -0.1660 2.9622
C -0.2000 -1.0711 2.2658
C -1.0414 -1.9265 3.2009
C -1.6664 -3.1550 2.5202
C -2.1222 -2.9857 1.0718
C -3.0917 -1.8247 0.7843
C 2.6640 1.5607 -1.3094
S 3.5494 2.7722 -1.9335
S 2.7748 -0.1162 -1.9619
C 2.5920 0.1584 -3.7558
C 1.2360 -0.2420 -4.3173
C 0.8527 -1.7013 -4.1194
C -0.5854 -1.9431 -4.6151
C -0.8243 -3.2614 -5.3832
N -1.4780 -4.2191 -4.4726
C -2.2356 -3.4193 -3.5890
O -3.1649 -3.7908 -2.9436
C -1.6455 -2.0021 -3.5242
F -2.6370 -1.0456 -3.6723
H -4.1769 1.7064 -6.3844
H -5.2914 2.8983 -7.0524
H -3.6049 3.3276 -6.8278
H -5.6237 2.6847 -4.6145
H -5.0713 4.3107 -5.0357
H -3.3910 2.0472 -3.8955
H -3.8913 3.4770 -3.0100
H -2.5887 4.7247 -5.0297
H -1.7755 3.1651 -5.1227
H -2.0212 4.6073 -2.4713
H -0.6835 4.9751 -3.5502
H 0.0355 2.6614 -3.5575
H -1.3686 2.1740 -2.5939
H 1.0723 3.7356 -1.7100
H -0.4442 3.9196 -0.8640
H -0.2306 1.9476 0.1961
H 0.0922 1.0562 -1.2713
H 2.8680 0.2481 0.8255
H 1.2713 -0.2506 0.2679
H 0.4358 1.6765 1.9595
H 2.0508 1.5525 2.6020
H 0.4110 0.2511 3.8870
H 1.6714 -0.7935 3.2532
H 0.3601 -1.7372 1.5993
H -0.8463 -0.4595 1.6273
H -0.4042 -2.3042 4.0066
H -1.8188 -1.3125 3.6658
H -2.4849 -3.5488 3.1268
H -0.8913 -3.9311 2.5130
H -2.6071 -3.9191 0.7731
H -1.2500 -2.8969 0.4176
H -3.4874 -1.3759 1.6966
H -2.5634 -1.0259 0.2544
H -3.8997 -2.1331 0.1228
H 3.3803 -0.4338 -4.2272
H 2.8140 1.2044 -3.9508
H 0.4505 0.4049 -3.9321
H 1.2839 -0.0506 -5.3979
H 0.9274 -1.9908 -3.0715
H 1.5122 -2.3376 -4.7130
H -0.8672 -1.1552 -5.3202
H -1.5703 -3.0332 -6.1524
H 0.0091 -3.6864 -5.9386
H -0.7966 -4.7524 -3.9375
H -1.2268 -1.9238 -2.5167
C -4.7968 -4.7099 5.5908
C -3.3899 -5.2743 5.5935
O -2.4239 -4.2737 5.9113
H -4.8780 -3.8950 4.8694
H -5.5359 -5.4715 5.3390
H -5.0382 -4.3088 6.5778
H -3.1198 -5.6569 4.6096
H -3.3123 -6.0986 6.3104
H -2.6371 -3.9388 6.7914
C 4.3750 3.2737 2.5370
C 4.8857 4.6331 2.1009
O 5.4288 4.6015 0.7861
H 5.1757 2.5336 2.4986
H 3.9862 3.3105 3.5558
H 3.5768 2.9393 1.8690
H 5.6899 4.9763 2.7521
H 4.0780 5.3726 2.1541
H 4.7206 4.2985 0.2065
C -2.4976 0.1740 7.6091
C -2.6443 -1.1944 8.2452
O -3.7404 -1.9270 7.6877
H -3.4128 0.7537 7.7348
H -1.6685 0.7226 8.0581
H -2.3062 0.0814 6.5369
H -2.8506 -1.1025 9.3105
H -1.7158 -1.7589 8.1256
H -3.5598 -2.0218 6.7448
C 0.0967 6.1929 2.5120
C 0.0078 4.7072 2.8054
O -0.9566 4.0674 1.9706
H -0.8756 6.6646 2.6560
H 0.8230 6.6809 3.1637
H 0.4012 6.3622 1.4763
H -0.3086 4.5338 3.8329
H 0.9853 4.2314 2.6637
H -0.6784 4.2053 1.0590
C 3.3286 -6.2570 -3.3086
C 3.4943 -4.7699 -3.0694
O 2.2450 -4.1273 -2.7972
H 2.6459 -6.4342 -4.1407
H 4.2868 -6.7200 -3.5421
H 2.9133 -6.7486 -2.4248
H 3.8969 -4.2861 -3.9569
H 4.1891 -4.5887 -2.2438
H 1.8768 -4.5311 -2.0041
C -6.2929 -3.9557 -1.9534
C -6.8089 -2.5324 -2.0265
O -5.8501 -1.5855 -1.5572
H -6.0136 -4.2066 -0.9297
H -7.0522 -4.6623 -2.2927
H -5.4067 -4.0806 -2.5772
H -7.6831 -2.4047 -1.3891
H -7.0989 -2.2880 -3.0543
H -5.0621 -1.6613 -2.1082
C 1.8284 -2.2834 6.6360
C 1.7896 -1.3768 7.8520
O 0.7691 -1.7517 8.7734
H 0.8630 -2.2793 6.1279
H 2.5962 -1.9597 5.9317
H 2.0464 -3.3134 6.9279
H 1.5568 -0.3538 7.5586
H 2.7626 -1.3695 8.3544
H 0.9456 -2.6498 9.0708
C 1.5927 3.6858 -6.4319
C 1.9770 5.1175 -6.1035
O 1.8489 5.3972 -4.7149
H 0.5680 3.4877 -6.1112
H 1.6681 3.4923 -7.5029
H 2.2503 2.9830 -5.9120
H 1.3133 5.8180 -6.6087
H 3.0001 5.3225 -6.4362
H 2.4334 4.8000 -4.2350
C 8.5841 -5.9042 -3.9578
C 7.2311 -6.3710 -4.4586
O 6.4018 -5.2874 -4.8725
H 8.4619 -5.2088 -3.1271
H 9.1888 -6.7475 -3.6224
H 9.1315 -5.3873 -4.7493
H 6.6828 -6.8748 -3.6631
H 7.3549 -7.0811 -5.2830
H 6.8529 -4.8262 -5.5866
C -7.6098 2.2017 -1.1754
C -6.5961 2.3360 -0.0535
O -6.4817 1.1460 0.7140
H -8.5882 1.9404 -0.7709
H -7.7002 3.1329 -1.7377
H -7.3105 1.4102 -1.8666
H -6.8971 3.1153 0.6463
H -5.6176 2.6134 -0.4636
H -6.2051 0.4436 0.1134
C 7.9681 5.4073 5.9126
C 7.7994 3.9008 5.9711
O 6.8559 3.4243 5.0170
H 7.0104 5.9022 6.0763
H 8.6740 5.7523 6.6692
H 8.3416 5.7164 4.9335
H 7.4139 3.5952 6.9429
H 8.7650 3.4057 5.8213
H 7.1739 3.6644 4.1404
*
```

Atom charges from the Mulliken analysis, given in e for atoms 1 to 4:
1 C -1.1254
2 C -0.5571
3 C 0.0799
4 C -0.8220



Going through the records in order, we get E values of -3770.6402, -3727.7752 Eh.